Entry a
Below is 2 unconnected molecules or ions with the total composition C5H11NO2, with properties calculated with the ωB97M-V functional and the def2-TZVPD basis.

The geometry in XYZ format:
```
19
C5H11NO2 the ωB97M-V functional and the def2-TZVPD basis
O -1.5130 1.1495 1.8604
O -2.2275 -0.1295 -0.6392
N -0.0319 -0.4878 -0.7523
C 2.0622 0.5101 0.0515
C 1.6551 -0.7683 0.8791
C 1.1454 0.1815 -1.2145
C -1.1737 0.0072 -1.3244
C 0.2267 -1.0100 0.5858
H -1.8069 0.8792 1.0210
H 1.6972 -0.5117 -1.8843
H 0.0827 -2.0985 0.3843
H -0.5804 -0.5047 1.2497
H 1.6174 1.3412 0.5677
H -0.8598 0.6440 -2.1547
H -1.6665 2.0865 1.7736
H 0.9524 1.1225 -1.7249
H 2.3573 -1.5238 0.5964
H 1.7957 -0.5557 1.9005
H 3.0631 0.8527 -0.0972
```

Output
E_LUMO: 0.80 eV
E_HOMO: -9.228 eV
frontier orbital gap: 0.3684 Ha
net charge: 0

***

Entry b
Below is C5H11NO2 in the gas phase, with properties calculated with the ωB97M-V functional and the def2-TZVPD basis.

The geometry in XYZ format:
```
19
C5H11NO2 the ωB97M-V functional and the def2-TZVPD basis
O -1.3640 -0.2341 -1.2666
O -0.1000 0.7101 -2.8663
N -0.0951 -1.1935 1.0853
C 1.0162 -2.1593 0.7290
C -0.5059 1.2532 0.7132
C 0.5837 0.2070 1.1515
C -0.3809 1.7816 -0.7991
C -0.6132 0.7688 -1.7578
H -0.2646 2.1566 1.3472
H 0.9470 -3.1625 1.1916
H 0.6846 2.3118 -0.8453
H 2.0025 -1.6922 0.6574
H 0.9048 0.3264 2.2591
H -0.5850 -1.1916 0.2472
H -1.4918 0.8619 1.0062
H 1.3346 0.2115 0.3374
H 0.6397 -2.6089 -0.1545
H -1.5395 -0.9080 -1.9831
H -1.1731 2.5611 -1.0523
```

Output
E_LUMO: 0.61 eV
E_HOMO: -9.022 eV
frontier orbital gap: 0.3541 Ha
net charge: 0

***

Entry c
Below is C5H11NO2 in the gas phase, with properties calculated with the ωB97M-V functional and the def2-TZVPD basis.

The geometry in XYZ format:
```
19
C5H11NO2 the ωB97M-V functional and the def2-TZVPD basis
O -2.3945 0.7654 -0.4225
O -3.4646 -0.9866 -0.6914
N -2.4586 -0.5898 -0.1243
C 0.4390 -1.1269 0.9869
C 0.6305 -0.2648 -0.3536
C -1.3221 1.0960 0.5463
C 0.1095 1.0732 -0.0718
C 2.0542 -0.2010 -0.9456
H -1.6585 2.2174 0.7580
H -0.4871 -1.4604 1.3057
H -0.1166 1.4938 -1.0489
H 0.0746 -0.8499 -1.0820
H 2.7671 -0.1191 -0.1497
H 0.7185 1.6079 0.6315
H 1.1501 -0.7678 1.7336
H 2.3090 0.7508 -1.5926
H 2.3123 -1.0655 -1.6860
H -1.5481 0.5844 1.4791
H 0.8852 -2.1571 0.7273
```

Output
E_LUMO: 0.06 eV
E_HOMO: -10.556 eV
frontier orbital gap: 0.3900 Ha
net charge: 0

***

Entry d
Below is C5H11NO2 in the gas phase, with properties calculated with the ωB97M-V functional and the def2-TZVPD basis.

The geometry in XYZ format:
```
19
C5H11NO2 the ωB97M-V functional and the def2-TZVPD basis
O 0.3717 -0.5313 2.4452
O 0.0484 1.6594 2.1984
N -1.6988 1.4411 0.1146
C -0.1348 0.5233 1.8092
C -0.9450 0.2646 0.5584
C 0.8748 0.6317 -1.4743
C 0.6392 -1.6133 -0.2795
C -0.1195 -0.3404 -0.6824
H -1.0324 -0.6082 -1.3135
H 0.9064 0.3257 -2.5459
H 0.2900 -1.3405 1.9777
H -1.5175 -0.6021 0.7174
H -1.1784 2.2080 0.5841
H 1.4387 -1.3684 0.3960
H 0.6790 1.7753 -1.4524
H 1.1432 -2.0540 -1.1281
H -0.0338 -2.3878 0.1997
H -1.6767 1.5285 -0.8889
H 1.9456 0.4885 -1.2356
```

Output
E_LUMO: 0.65 eV
E_HOMO: -9.502 eV
frontier orbital gap: 0.3731 Ha
net charge: 0

***

Each structure's energy above the most stable one, in kJ/mol: entry a 83.8; entry b 127.3; entry c 393.8; entry d 0.0.

***

Entry a
Below is a molecular structure, C5H11NO2, with properties calculated with the ωB97M-V functional and the def2-TZVPD basis.

The geometry in XYZ format:
```
19
C5H11NO2 the ωB97M-V functional and the def2-TZVPD basis
O 2.8903 0.3779 -0.5724
O 1.0910 -0.7541 -1.3618
N -1.3953 0.4874 -0.7040
C -0.7600 0.6287 0.6121
C -2.4986 -0.4864 -0.7079
C 1.5549 -0.8211 0.9941
C 1.6145 -0.2494 -0.3143
C 0.7492 0.8985 0.4313
H -1.3275 1.3726 1.1685
H -2.1012 -1.4325 -1.0830
H 0.7723 1.7491 -0.2544
H 0.8926 -1.6347 1.2554
H -0.9708 -0.3243 1.1405
H 1.2032 1.3199 1.3312
H 3.1162 -0.0750 -1.3799
H -3.3217 -0.1449 -1.3363
H -2.9458 -0.5800 0.2810
H -0.6955 0.1510 -1.3430
H 2.1321 -0.4826 1.8429
```

Output
E_LUMO: -1.22 eV
E_HOMO: -8.386 eV
frontier orbital gap: 0.2634 Ha
net charge: 0

***

Entry b
Below is C5H11NO2 in the gas phase, with properties calculated with the ωB97M-V functional and the def2-TZVPD basis.

The geometry in XYZ format:
```
19
C5H11NO2 the ωB97M-V functional and the def2-TZVPD basis
O 1.3877 0.3494 -1.1926
O -0.5601 1.5441 1.4351
N 1.3851 0.1427 1.5013
C 0.2783 0.7272 -0.5975
C 0.1294 0.5985 0.8826
C -0.7060 1.5426 -1.3402
C -0.7677 -0.8347 0.6100
C -0.1598 -2.0801 -0.0196
H -0.3970 2.5905 -1.2427
H 1.1618 -0.1352 2.4524
H -0.7632 1.2707 -2.3981
H 2.0122 0.9411 1.5645
H -0.7777 -2.9574 0.1916
H -0.0835 -2.0005 -1.1077
H -0.9933 -1.0180 1.6651
H -1.7362 -0.5713 0.1831
H 0.8430 -2.2590 0.3705
H -1.6738 1.4901 -0.8430
H 1.4208 0.6592 -2.1148
```

Output
E_LUMO: 0.00 eV
E_HOMO: -7.732 eV
frontier orbital gap: 0.2842 Ha
net charge: 0

***

Each structure's energy above the most stable one, in kJ/mol: entry a 164.2; entry b 0.0.

***

Entry a
Below is a molecular structure, C5H11NO2, with properties calculated with the ωB97M-V functional and the def2-TZVPD basis.

The geometry in XYZ format:
```
19
C5H11NO2 the ωB97M-V functional and the def2-TZVPD basis
O 0.6606 -0.8541 1.4522
O 1.7663 0.9685 -1.1925
N 0.8549 0.1565 0.7344
C -2.2426 1.2104 -0.3794
C 3.2212 -0.1052 0.4192
C 1.8953 0.3417 -0.1638
C -1.2972 0.0539 -0.6047
C -1.6531 -1.2498 0.0187
H -3.1765 1.0297 -0.9163
H 3.1454 -1.1499 0.7191
H -0.2760 0.4153 -0.0042
H -2.4798 1.3211 0.6781
H 3.4619 0.4828 1.3036
H -1.6593 -2.0740 -0.6915
H -1.8182 2.1431 -0.7471
H -0.9389 -0.0131 -1.6307
H -0.8637 -1.4976 0.7734
H -2.5935 -1.2085 0.5640
H 3.9934 0.0293 -0.3325
```

Output
E_LUMO (alpha / beta): -1.08 / -1.08 eV
E_HOMO (alpha / beta): -8.759 / -8.768 eV
frontier orbital gap (alpha / beta): 0.2824 / 0.2826 Ha
net charge: 0

***

Entry b
Below is 2 unconnected molecules or ions with the total composition C5H11NO2, with properties calculated with the ωB97M-V functional and the def2-TZVPD basis.

The geometry in XYZ format:
```
19
C5H11NO2 the ωB97M-V functional and the def2-TZVPD basis
O 0.3176 -1.6416 1.6361
O 0.0980 0.9022 1.4559
N -2.5928 0.5470 0.3813
C -1.7707 0.1838 -0.7468
C 1.7045 -1.8297 -0.2672
C 0.9042 -1.1353 0.5425
C 0.5811 0.4258 0.4261
C 1.5260 1.2106 -0.4413
H 2.5452 1.1044 -0.0753
H -0.9249 -0.5594 -0.3274
H -1.3347 1.0085 -1.3278
H -3.3530 1.1536 0.0957
H -2.3684 -0.3874 -1.4585
H 1.4889 0.8569 -1.4696
H -0.1341 -0.8793 2.0706
H 1.2556 2.2645 -0.4038
H 2.1947 -1.3753 -1.1087
H -2.0464 1.0206 1.0936
H 1.9092 -2.8700 -0.0754
```

Output
E_LUMO: 0.18 eV
E_HOMO: -9.157 eV
frontier orbital gap: 0.3430 Ha
net charge: 0

***

Each structure's energy above the most stable one, in kJ/mol: entry a 216.2; entry b 0.0.

***

Entry a
Below is a molecular structure, C5H11NO2, with properties calculated with the ωB97M-V functional and the def2-TZVPD basis.

The geometry in XYZ format:
```
19
C5H11NO2 the ωB97M-V functional and the def2-TZVPD basis
O 1.2833 1.1101 0.7067
O 0.1068 -1.5808 -1.5365
N 1.6961 -1.5874 0.0943
C 0.8974 1.3865 -1.6261
C -1.9052 0.5676 0.6268
C -1.6305 -0.7811 1.1008
C 0.6411 0.7716 -0.4659
C 0.6296 -1.0775 -0.5735
H -2.7956 0.6968 0.0212
H 2.1457 -2.4152 -0.2650
H -1.5868 -0.8897 2.1808
H -0.7903 0.7978 -0.0936
H -2.2184 -1.5618 0.6272
H 2.1332 -1.0304 0.8095
H -1.7383 1.3757 1.3359
H 1.7231 1.9630 0.6022
H -0.5539 -1.0434 0.6764
H 1.5369 2.2576 -1.6904
H 0.4258 1.0405 -2.5306
```

Output
E_LUMO: 0.65 eV
E_HOMO: -8.212 eV
frontier orbital gap: 0.3258 Ha
net charge: 0

***

Entry b
Below is 3 unconnected molecules or ions with the total composition C5H11NO2, with properties calculated with the ωB97M-V functional and the def2-TZVPD basis.

The geometry in XYZ format:
```
19
C5H11NO2 the ωB97M-V functional and the def2-TZVPD basis
O 1.1946 -2.9311 2.5456
O -2.7874 0.3431 0.9777
N -0.3625 1.4229 -0.7181
C -0.0247 1.7171 0.5977
C 0.9533 -0.1960 0.0212
C 0.1562 -0.3025 -2.4537
C 0.7454 0.7293 1.1024
C 0.3122 0.2491 -1.0812
H 1.6484 -2.2391 3.0310
H -0.4395 2.1732 -1.3998
H -2.0393 0.5222 0.3844
H 0.0856 0.5089 -3.1827
H 1.6559 -3.0696 1.7166
H 1.5238 -1.0970 0.1559
H -0.7904 -0.8380 -2.5929
H 1.1785 0.7035 2.0901
H -3.5520 0.6517 0.4644
H -0.4241 2.6298 1.0164
H 0.9659 -0.9773 -2.6748
```

Output
E_LUMO: 0.75 eV
E_HOMO: -8.426 eV
frontier orbital gap: 0.3372 Ha
net charge: 0

***

Entry c
Below is C5H11NO2 in the gas phase, with properties calculated with the ωB97M-V functional and the def2-TZVPD basis.

The geometry in XYZ format:
```
19
C5H11NO2 the ωB97M-V functional and the def2-TZVPD basis
O -0.4089 0.4152 1.8668
O 1.2284 1.8731 -1.8947
N 0.2536 0.4778 -0.6150
C 1.1352 -1.3078 1.4725
C -2.0311 -0.4270 -0.5292
C 1.0289 0.7331 -1.7588
C -0.5156 -0.6713 -0.2211
C -0.3242 -0.9165 1.2703
H -1.4317 0.5080 2.0988
H -0.1918 -1.6486 -0.7699
H -1.1098 -1.4985 1.6241
H -2.1382 -0.1798 -1.5388
H 1.8394 -1.4689 0.6309
H 1.1153 -2.0631 2.3261
H -2.3818 0.6048 -0.0460
H -2.6928 -1.2294 -0.5077
H 1.7029 -0.3518 1.7780
H -0.1841 1.3337 -0.1838
H 1.3823 -0.1204 -2.2849
```

Output
E_LUMO: 0.69 eV
E_HOMO: -9.298 eV
frontier orbital gap: 0.3672 Ha
net charge: 0

***

Each structure's energy above the most stable one, in kJ/mol: entry a 324.1; entry b 0.0; entry c 143.5.